# 1
120
Properties=species:S:1:pos:R:3:forces:R:3 method="wB97M-V/def2-TZVPD" spin_multiplicity=1 lumo_energy_ev=0.42 gap_ev=9.886 homo_ha=-0.3478 de_lowest_kj_mol=216.2 total_energy_ha=-1980.44671
C 6.8506 19.7789 11.1049 0.0319 0.6820 -0.1507
C 6.8204 18.2717 11.1893 2.0364 1.1337 0.0873
C 7.8286 17.7803 12.2339 -0.6181 -0.2298 -0.1276
O 5.5685 17.8592 11.5597 -1.7479 -0.8837 0.7546
H 6.5479 20.2537 12.0382 0.2570 -0.2790 0.3818
H 6.1216 20.1873 10.4050 0.0774 -0.1574 -0.4967
H 7.8478 20.1296 10.8390 -0.0357 0.1384 -0.0935
H 7.0786 17.8275 10.2280 0.2242 0.0116 -0.2847
H 7.6962 16.6984 12.2263 0.4087 -0.0415 0.3686
H 7.6077 18.1985 13.2159 -0.3625 -0.1560 0.1022
H 8.8710 18.0567 12.0754 -0.1264 -0.1342 -0.6367
H 4.9370 18.3037 10.9894 -0.1935 -0.0788 -0.0081
C 9.6079 15.3807 19.0692 0.6260 -0.2909 -0.1442
C 9.2670 16.4153 18.0395 -0.3952 0.8718 0.2643
C 8.9901 17.8027 18.7013 0.2592 -0.2277 -1.7153
O 10.3515 16.4496 17.0513 -0.7912 0.5945 0.7668
H 8.9047 15.2758 19.8954 -0.1878 0.0013 -0.2632
H 10.5653 15.6805 19.4953 0.1442 -0.1094 0.2301
H 9.7705 14.4416 18.5403 -0.1315 -0.1887 0.3829
H 8.4098 16.1102 17.4393 -0.1931 0.1048 0.1257
H 8.1285 17.7671 19.3680 0.3161 -0.0882 0.1877
H 8.7667 18.5268 17.9178 -0.3674 -0.0278 -0.1899
H 9.8854 18.2471 19.1361 0.0486 -0.4349 0.6402
H 11.0421 16.9461 17.4964 0.5653 -0.0659 -0.1193
C 2.7800 13.3925 16.8324 -0.2198 -0.7924 -1.3441
C 2.5268 12.4970 15.5505 0.3416 0.5842 1.3501
C 3.7987 11.8219 15.0825 -0.2509 -0.2175 -0.2221
O 1.4711 11.5417 15.7246 -0.0619 0.5775 -0.5136
H 1.9775 14.1021 17.0339 -0.1878 -0.2700 -0.0107
H 3.6743 13.9844 16.6371 0.1511 -0.0768 0.1981
H 2.9374 12.7323 17.6853 0.0973 0.1410 0.1517
H 2.2653 13.1660 14.7307 -0.6332 -0.0722 0.0476
H 3.5464 11.2677 14.1784 0.1252 -0.0874 -0.0779
H 4.2044 11.1067 15.7980 0.0831 0.1772 0.1336
H 4.5349 12.5800 14.8152 0.1975 -0.1278 0.1284
H 1.4858 11.1254 16.5895 0.3398 0.1868 0.1387
C 5.7423 11.5921 18.7273 -1.8040 0.0465 0.6263
C 7.2038 11.7087 18.8475 0.9738 0.5387 0.6952
C 7.7725 11.8411 20.2469 -0.8851 1.2810 0.6599
O 7.7980 10.6093 18.3263 1.4709 -2.0614 -1.1250
H 5.3559 10.7655 19.3236 -0.0150 -0.0710 0.2115
H 5.4148 11.3982 17.7059 0.2591 0.1898 -0.1333
H 5.2625 12.5122 19.0610 -0.1909 0.0509 0.0300
H 7.4676 12.6020 18.2813 0.4147 0.4909 -0.1074
H 8.7718 12.2737 20.2965 -0.0232 0.0807 -0.3717
H 7.8039 10.9726 20.9048 -0.3678 -0.4029 -0.5551
H 7.0648 12.5443 20.6859 0.3000 0.3074 0.7243
H 7.4474 10.4656 17.4442 -0.0263 -0.1548 -0.5317
C 11.2986 15.8715 12.0462 -0.0300 0.8881 -0.5252
C 11.2571 16.6551 10.7344 1.8886 -1.5291 -1.5567
C 12.5341 16.4572 9.9056 0.9376 0.4117 0.8071
O 10.2993 16.1061 9.8521 -1.7451 -0.1221 0.3238
H 12.0841 16.3429 12.6369 -0.4235 0.2938 0.5404
H 11.6349 14.8352 12.0149 -0.3566 -0.1103 -0.6847
H 10.2924 15.9397 12.4598 0.3063 -0.1098 0.5982
H 11.1152 17.7280 10.8646 -0.3481 0.0790 0.4234
H 13.3691 16.9555 10.3982 0.2983 -0.0437 -0.0988
H 12.4610 16.8577 8.8945 -0.1829 0.3366 0.0203
H 12.7765 15.4028 9.7735 -0.1271 -0.0694 0.2763
H 10.4413 16.5220 8.9986 -0.2020 -0.1012 -0.1149
C 12.6155 13.2983 15.8058 -0.0154 -0.6505 0.7176
C 11.5857 12.1401 15.7436 0.7205 0.6750 -0.6284
C 10.7546 11.9886 17.0265 0.6703 0.0593 -0.4869
O 10.7689 12.3395 14.6140 -0.5645 -0.6252 -0.2152
H 12.9338 13.6894 14.8395 -0.3655 -0.2338 -0.1430
H 13.5161 12.9125 16.2835 0.1101 0.2252 0.2945
H 12.2030 14.1099 16.4052 0.1057 0.2002 0.0060
H 12.1262 11.2352 15.4658 0.0460 -0.2612 0.5341
H 10.0061 11.2146 16.8570 -0.0300 0.1084 0.3468
H 10.2942 12.9419 17.2860 -0.3341 0.0142 -0.3265
H 11.3750 11.7673 17.8950 0.0826 -0.3854 -0.0451
H 10.3057 13.1669 14.7643 -0.3338 0.6187 -0.2099
C 5.8496 18.6201 15.6363 -0.7580 0.7267 -0.0249
C 4.5974 19.5290 15.7033 0.8767 0.2844 0.0576
C 4.0733 20.0550 14.3671 0.9309 0.2247 0.5919
O 3.5866 18.9331 16.4237 -1.3837 -1.1348 0.8674
H 6.1132 18.2530 16.6281 -0.0236 0.3046 0.1653
H 6.6522 19.2525 15.2569 0.3177 -0.5426 -0.2326
H 5.6503 17.7240 15.0485 0.1773 0.1350 -0.4950
H 4.8528 20.3722 16.3451 0.2452 0.3362 -0.2111
H 4.8694 20.7167 14.0259 -0.0767 -0.0377 -0.6861
H 3.1903 20.6740 14.5257 -0.0614 -0.1925 0.0346
H 3.8754 19.2458 13.6640 0.0661 0.0815 -0.1106
H 3.3491 18.1252 15.9627 -0.2498 -0.2260 0.0438
C 11.8693 19.2292 14.6698 0.4369 0.1798 -0.0384
C 10.4506 18.8532 14.2351 1.6875 0.3025 0.0417
O 9.6258 18.7885 15.3500 -1.0533 0.3114 0.3961
H 11.9304 20.1865 15.1873 -0.4065 0.2202 -0.1628
H 12.5441 19.2940 13.8162 0.0622 -0.0970 -0.0996
H 12.3101 18.5394 15.3894 -0.1207 -0.4698 -0.1214
H 10.4817 17.8865 13.7325 -0.0775 0.0102 -0.2964
H 10.1258 19.6360 13.5498 -0.4729 -0.1533 0.0299
H 9.9697 18.0754 15.8930 -0.1140 -0.3709 0.2631
C 7.8821 12.0380 11.7733 0.5035 0.4475 -0.6787
C 9.0961 12.9161 11.3484 -0.4855 -1.3981 -0.0456
O 8.7262 13.6440 10.1949 -0.6216 0.3076 0.2924
H 7.0391 12.6625 12.0693 0.0035 0.0580 0.0878
H 8.0860 11.3029 12.5518 0.3129 0.2429 0.1409
H 7.5723 11.4728 10.8943 -0.0960 0.0158 -0.0609
H 9.9100 12.2695 11.0207 0.2445 -0.3105 0.4850
H 9.4517 13.5084 12.1915 -0.0004 0.2866 -0.1234
H 9.3160 14.3945 10.0924 0.2121 0.3582 -0.0743
C 5.9659 8.4084 16.9538 -0.9369 0.0591 0.8633
C 6.0997 8.9894 15.5841 0.8829 -1.1009 -0.9078
O 6.7782 10.2226 15.6898 0.0925 1.0126 0.0765
H 5.4422 7.4538 17.0041 0.2223 -0.1659 -0.3420
H 5.3358 9.0742 17.5435 -0.0068 0.1283 0.1266
H 6.9122 8.3568 17.4923 0.0444 -0.1834 -0.2558
H 5.1748 9.0764 15.0139 -0.3035 0.3126 0.3691
H 6.7212 8.3511 14.9561 0.0304 -0.3686 -0.0018
H 7.5481 10.2213 15.1165 -0.0159 0.0687 -0.0989
C 7.5388 13.9968 15.2652 -1.2203 0.0965 -0.1794
C 8.2713 14.9241 14.3414 0.4466 -0.2392 1.4867
O 9.6381 14.8102 14.7937 0.2658 0.2952 -1.4612
H 6.4689 14.1339 15.1082 -0.2597 -0.1803 0.2078
H 7.7884 14.3259 16.2739 -0.1905 -0.3055 0.1942
H 7.7681 12.9384 15.1413 0.2082 0.1028 -0.0544
H 7.9226 15.9381 14.5375 -0.0113 0.1824 -0.3169
H 8.1356 14.6859 13.2865 0.4892 -0.0141 0.0885
H 9.7417 15.3031 15.6110 0.1468 0.2680 0.1516

---

# 2
112
Properties=species:S:1:pos:R:3:forces:R:3 method="wB97M-V/def2-TZVPD" spin_multiplicity=1 lumo_energy_ev=0.20 gap_ev=9.280 homo_ha=-0.3335 de_lowest_kj_mol=0.0 total_energy_ha=-2347.63931
O -22.3719 4.3388 36.0745 0.5941 -0.3964 0.4960
C -23.4186 4.6655 35.2075 -0.4851 0.9522 0.1890
C -23.2980 3.9112 33.9004 -1.1902 0.4514 -0.2453
O -22.4896 4.6106 32.9715 0.4728 -0.4362 0.3788
H -22.5669 4.7378 36.9263 0.1807 -0.0451 0.0814
H -24.3885 4.6016 35.7137 -0.1460 -0.9827 -0.2061
H -23.4083 5.7522 35.0498 0.2738 0.0193 -0.7338
H -24.2959 3.8558 33.4543 -0.1424 -0.0647 0.1068
H -22.9586 2.8802 34.0036 0.1776 0.0966 0.3780
H -21.8227 3.9647 32.6744 -0.0538 -0.0700 -0.2891
O -17.8460 9.4250 28.8107 0.1330 -0.9221 -1.2402
C -18.3259 8.4585 29.7409 -0.9871 2.0915 1.0078
C -19.2405 7.4364 29.1156 0.2263 -0.4262 -0.1468
O -19.4194 6.3609 30.0368 0.3896 -0.8408 -0.2094
H -17.4161 10.1882 29.1982 -0.0907 -0.2176 0.5143
H -17.5547 7.9561 30.3264 0.2018 -0.0718 -0.2428
H -18.9545 9.0540 30.4112 0.1158 -0.3419 0.6516
H -18.7229 7.0886 28.2202 -0.4456 -0.4451 -0.0750
H -20.2675 7.7363 28.9033 0.3339 0.8096 -0.4976
H -19.9022 6.6858 30.8087 0.1547 0.2290 0.1066
O -18.8285 0.7429 31.3254 -0.2141 0.5693 0.3883
C -20.1940 0.3762 31.3866 -0.2581 -1.5234 0.1510
C -21.0024 1.1290 32.4584 1.5716 -0.1223 -0.6107
O -20.9683 2.4952 32.1234 -1.3331 1.3226 -0.1524
H -18.8221 1.6839 31.1076 0.3136 0.0423 -0.2788
H -20.6197 0.3793 30.3807 -0.4162 0.7336 0.0668
H -20.2024 -0.7013 31.5750 0.0566 0.0174 0.5003
H -20.5367 1.0640 33.4454 -0.0302 -0.6811 0.0368
H -22.0363 0.7898 32.5003 -0.0172 0.1169 -0.1050
H -20.0981 2.9006 32.0732 0.6234 -0.2725 -0.0875
O -24.1301 4.0562 25.2712 -0.0752 0.3987 -0.4394
C -23.2831 3.0518 24.7220 -1.1158 0.7349 0.2440
C -24.2748 1.9833 24.1994 2.5581 -0.7855 0.4624
O -24.8288 1.2631 25.2991 -0.7575 0.6320 -0.3203
H -23.5433 4.7807 25.5460 -0.2025 -0.0205 0.5305
H -22.6150 3.4755 23.9651 -0.3059 -0.1655 -0.5329
H -22.6099 2.7898 25.5437 -0.0958 -1.0949 -0.1847
H -23.6936 1.2300 23.6630 -0.0420 -0.0044 -0.1738
H -25.0042 2.3814 23.4959 -0.1633 0.2854 0.3425
H -25.5297 1.8313 25.6396 -0.0192 -0.0498 0.2413
O -27.2888 7.1786 26.6704 0.9511 0.8272 -0.2990
C -25.8659 7.2020 26.9226 0.3142 -0.1558 0.3824
C -25.2814 8.6176 26.8502 -0.5274 0.1291 0.6076
O -25.5251 9.2374 25.5954 0.3660 -0.2637 0.0268
H -27.5110 8.0810 26.9263 -0.8319 -0.1876 0.1169
H -25.7363 6.7653 27.9155 0.4016 0.1783 0.1104
H -25.3276 6.5636 26.2218 -0.3352 -0.0676 -0.2107
H -24.2261 8.6440 27.1235 0.1864 -0.3558 -0.6595
H -25.6988 9.2754 27.6233 -0.4736 -0.2062 0.2319
H -26.4444 9.0374 25.3905 0.0210 0.0180 -0.3030
O -22.3081 7.1058 32.0931 0.3084 1.4845 -0.6379
C -21.6668 7.6793 33.2591 -0.4811 -2.7383 -2.0338
C -20.3323 6.9450 33.4677 -0.1878 2.1621 1.8249
O -19.2280 7.3059 32.6324 -0.5986 -0.4463 -0.2979
H -22.5189 6.1926 32.3265 -0.0333 -0.2421 0.1393
H -21.5926 8.7566 33.1319 0.0289 -0.0312 0.1456
H -22.3448 7.3388 34.0445 0.4185 0.7849 0.7633
H -20.4772 5.8675 33.5040 0.1025 0.1094 -0.2413
H -20.1546 7.3344 34.4777 0.7691 -0.6994 0.3591
H -18.7339 8.0387 33.0058 -0.1903 0.0317 0.1310
O -19.3746 6.4533 25.7212 -0.0005 -0.8882 1.6420
C -20.4746 7.2612 25.3925 0.0095 0.0184 -3.4194
C -21.7603 6.4452 25.0913 0.6287 -0.1507 2.2851
O -22.3772 5.8841 26.2836 -0.2129 0.8282 -0.7397
H -18.5999 6.6227 25.1855 -0.1840 0.2931 -0.1431
H -20.5526 8.2166 25.9134 -0.3242 -0.4682 0.8664
H -20.2159 7.5885 24.3763 -0.4039 0.4807 -0.1919
H -21.5198 5.5877 24.4623 0.2905 0.2626 -0.3567
H -22.5140 7.0737 24.6197 0.0691 0.0721 -0.0208
H -21.7450 5.6848 26.9863 0.1761 -0.3200 0.1503
C -24.3875 -0.3697 29.9970 -0.9244 0.6039 0.8986
C -25.0031 0.2541 28.7532 0.1829 1.3203 -0.1137
O -24.7411 -0.4467 27.5850 0.4296 -0.8795 -0.6638
H -23.3361 -0.2097 30.2341 0.1961 0.0014 -0.9339
H -24.6107 -1.4267 30.1387 -0.1002 -0.0009 -0.2566
H -24.8802 0.1764 30.8093 -0.1898 -0.2511 0.2845
H -24.6726 1.2963 28.6508 0.6972 -0.0487 0.1236
H -26.0777 0.4699 28.8036 -0.2951 -0.8488 0.6940
H -24.6851 0.1601 26.8377 0.0198 -0.0566 -0.0940
C -23.5963 3.9015 28.9414 -0.8258 0.3306 0.1508
C -22.3653 4.3330 29.7070 0.1236 -1.4677 0.2130
O -21.3872 4.7103 28.7760 0.5946 1.0302 -0.9380
H -24.3195 3.3438 29.5403 0.2502 -0.0405 0.3232
H -23.3462 3.2549 28.1006 0.2391 0.0929 -0.0204
H -24.1757 4.7417 28.5529 0.2461 0.1528 -0.1719
H -21.9308 3.4564 30.2009 -0.4507 -0.0251 0.3547
H -22.4981 5.0961 30.4761 -0.4378 0.1113 -0.2634
H -20.7148 5.2076 29.2622 0.3081 0.0259 -0.1414
C -26.9913 4.1950 30.4626 -0.4774 1.2225 -0.1651
C -27.3392 2.7348 30.6543 1.2456 0.6013 0.5889
O -28.4176 2.2300 29.9144 -0.1881 0.2881 -0.0184
H -27.8033 4.7967 30.8814 -0.1368 0.1552 -0.2480
H -26.8002 4.5480 29.4479 -0.2036 -0.3790 -0.1777
H -26.1206 4.5245 31.0334 0.1614 -0.4955 0.1667
H -27.5688 2.7038 31.7237 0.2203 -0.7242 0.1261
H -26.4346 2.1709 30.4233 -0.2847 -0.4758 0.0953
H -29.1866 2.6060 30.3540 -0.3065 -0.1650 -0.3678
C -17.7527 3.9933 33.4885 0.8656 -0.4571 -0.3449
C -17.3227 3.7664 32.0322 -0.7390 0.9693 1.0821
O -18.5083 3.8417 31.2498 -0.0708 -0.9732 -0.3606
H -18.2811 4.9311 33.6494 0.2608 0.1261 -0.1341
H -16.8270 3.9294 34.0651 -0.2461 0.1923 0.4780
H -18.4124 3.1824 33.8009 0.0447 -0.0862 0.0262
H -16.8172 2.8017 31.9783 -0.2191 -0.0880 -0.4454
H -16.6500 4.5527 31.6858 0.2305 -0.1083 0.1550
H -18.4945 4.6649 30.7570 -0.3099 0.3377 -0.3219
C -21.5269 0.8251 27.7007 0.4536 -0.5648 0.1024
O -21.5585 -0.4804 28.2334 0.0249 -0.7067 0.4099
H -20.5062 1.0190 27.3594 -0.0884 0.4576 -0.1775
H -22.2375 0.9018 26.8764 -0.0921 0.4479 0.1237
H -21.7517 1.4657 28.5526 -0.1666 0.3624 -0.3495
H -21.5447 -1.1252 27.5224 -0.0886 0.0314 -0.0192

---

# 3
18
Properties=species:S:1:pos:R:3:forces:R:3 method="wB97M-V/def2-TZVPD" spin_multiplicity=1 lumo_energy_ev=0.56 gap_ev=10.772 homo_ha=-0.3752 de_lowest_kj_mol=380.4 total_energy_ha=-422.11168
C -1.7610 0.6741 -0.1430 -2.3510 1.8661 4.2506
O -0.4429 1.0344 -0.1553 1.7899 0.3862 -0.5779
C 0.5279 -0.0990 -0.0159 -5.1292 -0.2471 3.2246
C 0.2707 -0.7257 1.4409 -4.2193 2.5385 -1.2630
C 0.1419 -0.8756 -1.1383 1.0461 -4.0756 -7.4556
C 1.8026 0.4813 -0.1159 5.3356 -1.5842 0.9417
O 2.7741 -0.2804 -0.1765 -1.1545 1.5574 -0.2123
O 1.8344 1.7630 0.0639 -2.1996 1.3624 -0.8280
H -2.0079 -0.2066 -0.6976 -0.6689 0.1450 -0.1106
H -1.9612 0.5264 0.9849 -0.4498 -0.5372 -1.5593
H -2.4172 1.5661 -0.3065 0.7437 -0.7768 -0.7124
H 1.0002 -1.4191 1.7619 1.2314 0.1232 0.7720
H -0.6495 -1.3869 1.2718 1.0276 0.9108 0.4033
H -0.1945 0.2585 2.1018 2.1013 -3.1572 -1.2727
H 0.7998 -0.3523 -2.1036 -2.0750 -1.6944 2.3642
H -1.0062 -0.8551 -1.5153 3.4507 -0.4227 1.0216
H 0.5033 -2.0332 -1.1884 -0.8266 2.8718 0.4386
H 0.7858 1.9299 -0.0688 2.3476 0.7337 0.5752